No. 1
Here is a single C20H26ClN3O4S molecule from the OMol25 dataset. Energies are from ωB97M-V/def2-TZVPD.

Output
- ΔE to the lowest compared entry with this formula, charge and spin (kJ/mol) = 25.87
- strongest force on any atom (hartree/bohr) = 0.0174
- HOMO (eV) = -8.557
- total energy (hartree) = -2101.30911
- Kohn-Sham gap (eV) = 8.796
- LUMO level (eV) = 0.24

Element x y z (Å)
C 3.183 2.847 -0.592
C -5.007 -1.664 -0.354
H 2.524 4.220 -2.095
O 4.745 2.119 2.138
H -3.284 1.893 1.141
S 3.995 1.121 1.434
C -2.752 0.941 1.186
C -4.339 -2.978 0.044
H -3.326 0.462 -0.840
C -5.635 0.428 0.726
C 6.031 -3.129 -0.098
H 0.117 3.885 -1.560
C 2.794 1.977 0.411
H -4.768 -3.797 -0.528
H 1.240 1.140 1.540
H 7.055 -1.365 0.566
H 6.027 0.740 0.596
C 3.809 -1.473 -0.392
H -6.087 -1.788 -0.258
C -3.308 -0.037 0.144
H -3.269 -2.956 -0.145
C 2.219 3.540 -1.315
C 4.828 -3.649 -0.530
C 0.484 2.478 -0.006
O 3.305 0.123 2.193
C 0.884 3.352 -1.018
H -5.328 1.055 1.566
H -2.852 0.509 2.183
C -5.964 1.318 -0.477
N -1.362 1.238 0.928
O -1.781 3.174 -0.153
N 5.096 0.412 0.380
H 2.794 -3.255 -1.023
H 4.740 -4.700 -0.760
O 2.797 -0.567 -0.554
C 3.721 -2.827 -0.677
N -4.602 -0.574 0.522
H 1.623 -1.529 -1.969
H 0.907 -0.168 -1.074
H -2.616 -0.882 0.072
H -6.536 -0.108 1.035
H 1.117 -1.748 -0.268
C -0.988 2.342 0.244
H -6.238 0.714 -1.339
C 6.123 -1.782 0.214
C 1.547 -1.046 -0.989
H -0.684 0.528 1.149
H 6.896 -3.765 0.010
C 5.024 -0.950 0.077
Cl 4.843 3.072 -0.917
H -6.802 1.965 -0.230
H -4.787 -1.445 -1.412
H -5.117 1.946 -0.742
C 1.461 1.803 0.718
H -4.500 -3.164 1.102

Cartesian forces (eV/Å) of the 3 atoms listed first:
-0.30 0.00 0.08
0.13 -0.21 0.13
0.05 0.05 -0.07


No. 2
Here is 2 unconnected molecules or ions with the total composition C4H8N2S in a non-equilibrium geometry from the OMol25 dataset. Energies are from ωB97M-V/def2-TZVPD.

Output
- ΔE to the lowest compared entry with this formula, charge and spin (kJ/mol) = 396.61
- strongest force on any atom (hartree/bohr) = 0.0664
- HOMO (eV) = -8.908
- total energy (hartree) = -664.78171
- Kohn-Sham gap (eV) = 8.442
- LUMO level (eV) = -0.47

Element x y z (Å)
C -0.519 -0.327 0.544
H -1.568 -2.002 1.407
N 2.500 -0.328 -0.639
C -1.067 -1.751 0.418
H 0.913 -0.005 -1.863
C 1.478 -0.596 -1.195
C -0.691 2.031 0.042
H -0.053 2.251 0.908
H -0.126 2.338 -0.779
H -1.859 -1.880 -0.356
S 3.793 -0.255 0.224
H -0.410 -2.520 0.201
N -1.161 0.658 -0.009
H -1.591 2.673 -0.053
H 0.359 -0.287 1.150

Cartesian forces (eV/Å) of the 3 atoms listed first:
-2.52 0.45 -1.67
0.62 0.18 -1.01
-2.02 -1.30 -0.87


No. 3
Here is a single C3H9N3O2 molecule in a non-equilibrium geometry from the OMol25 dataset. Energies are from ωB97M-V/def2-TZVPD.

Output
- ΔE to the lowest compared entry with this formula, charge and spin (kJ/mol) = 561.39
- strongest force on any atom (hartree/bohr) = 0.0477
- HOMO (eV) = -8.908
- total energy (hartree) = -434.31235
- Kohn-Sham gap (eV) = 9.832
- LUMO level (eV) = 0.92

Element x y z (Å)
C 0.283 0.999 0.106
H 3.356 0.586 0.462
H 0.574 1.675 0.906
O -3.086 -0.093 -0.442
C 2.676 0.072 -0.289
N -1.185 -0.733 1.088
H -2.355 -1.767 0.096
H 0.287 1.611 -0.795
O -1.439 -1.934 0.387
N -1.921 0.744 -0.599
C -1.054 0.379 0.284
H -0.376 -0.933 1.649
H 2.725 0.648 -1.223
H 0.889 -0.819 -0.458
H 3.134 -0.865 -0.453
H -3.794 0.525 -0.793
N 1.286 -0.096 0.074

Cartesian forces (eV/Å) of the 3 atoms listed first:
2.28 0.29 0.31
-1.25 -0.38 -0.54
-0.16 0.09 0.35


No. 4
Here is a molecular structure, C19H21NO10P3PdS from the OMol25 dataset. Energies are from ωB97M-V/def2-TZVPD.

Output
- net charge = -1
- multiplicity = 3
- ΔE to the lowest compared entry with this formula, charge and spin (kJ/mol) = 0.00
- expectation value of S² = 2.006
- strongest force on any atom (hartree/bohr) = 0.0164
- HOMO (spin up / spin down) (eV) = -5.867 / -5.866
- total energy (hartree) = -3094.32507
- Kohn-Sham gap (spin up / spin down) (eV) = 8.212 / 6.275
- LUMO level (spin up / spin down) (eV) = 2.34 / 0.41

Element x y z (Å)
H 2.903 0.073 2.045
C -1.235 2.693 1.961
H 0.138 2.247 -2.064
C 0.072 0.017 4.681
O 3.222 -2.366 -0.538
H -2.096 -2.193 -1.473
C -0.996 0.063 -5.031
H -0.705 0.015 5.434
H -0.123 0.896 1.619
P 2.897 -2.310 -2.000
H 0.037 -5.750 -2.844
H -3.505 4.001 -0.199
N 1.227 -1.947 1.751
H -2.466 4.436 2.010
H 0.510 3.022 -4.371
C -1.448 1.316 -0.016
H -0.539 -1.822 3.742
C -0.185 1.635 -2.898
H 2.726 1.895 3.759
H -0.766 2.907 2.917
C 2.117 0.065 2.793
O 0.060 1.892 6.938
O 0.377 -5.421 -2.004
C 0.022 2.072 -4.195
C 2.015 1.080 3.733
C 1.187 -0.970 2.799
C -2.186 3.558 1.441
C 0.984 1.060 4.664
C -2.769 3.315 0.201
H 4.075 -2.110 -3.770
H -2.606 -1.546 0.103
C 0.176 -1.005 3.744
H -3.279 -0.847 -1.391
O -0.440 -3.253 -3.058
C -0.815 0.414 -2.660
O 4.207 -2.481 -2.890
O -0.052 3.362 4.986
H 0.553 -2.694 1.885
O 0.342 -3.375 -0.596
C -2.394 -1.291 -0.934
H -1.627 -1.362 -3.565
C -1.207 -0.380 -3.733
O 2.097 -1.086 -2.405
O 2.038 -3.620 -2.444
H -0.222 1.626 -6.280
O 2.098 2.936 6.067
H -2.835 2.022 -1.507
C -2.400 2.200 -0.530
P -0.977 -0.160 -0.953
H -1.295 -0.564 -5.861
P 0.474 -3.822 -2.048
Pd 0.976 -1.364 -0.384
C -0.388 1.287 -5.265
S 0.759 2.449 5.794
H 2.138 -2.386 1.614
C -0.872 1.570 1.224

Cartesian forces (eV/Å) of the 3 atoms listed first:
0.01 0.00 -0.01
0.05 0.05 -0.07
0.00 0.01 -0.02


No. 5
Here is a molecular structure, C27H72N5O12V in a non-equilibrium geometry from the OMol25 dataset. Energies are from ωB97M-V/def2-TZVPD.

Output
- net charge = +2
- multiplicity = 3
- expectation value of S² = 2.047
- strongest force on any atom (hartree/bohr) = 0.1166
- HOMO (spin up / spin down) (eV) = -12.769 / -12.755
- total energy (hartree) = -3191.68083
- Kohn-Sham gap (spin up / spin down) (eV) = 6.296 / 2.625
- LUMO level (spin up / spin down) (eV) = -6.47 / -10.13

Element x y z (Å)
N 1.610 3.104 -3.066
H 3.630 -0.219 -3.067
H -0.958 3.437 -2.977
H -3.876 -1.268 4.058
H -4.101 -3.083 1.742
H 0.642 5.381 -7.464
H 2.991 -2.985 2.325
C -0.079 4.580 -7.301
O 1.374 -4.716 0.834
C -0.150 -2.340 -4.117
C 2.851 1.375 2.911
H 4.019 -0.071 4.003
C 2.923 -0.995 -2.775
C -3.147 -0.887 3.343
H -0.738 2.495 2.151
H 2.097 3.972 -5.649
H 5.675 -4.620 0.564
H 4.943 -2.666 -1.793
H 5.972 -2.012 -0.452
H 2.919 2.000 2.020
H -1.456 -0.414 1.615
N 1.324 -1.975 1.575
H 3.975 -4.696 1.045
C -0.662 2.693 -3.717
H -7.095 1.175 -0.238
H -6.741 1.611 1.436
H 2.587 -0.051 -1.187
H 1.742 2.893 3.995
H 1.174 1.970 -4.644
C -2.964 2.848 3.223
H -2.014 -2.687 3.024
C 1.302 -6.088 0.616
C -4.537 1.412 0.014
C -1.756 3.862 3.049
H -2.677 4.992 4.669
O -0.667 3.010 2.958
H -4.919 2.415 0.206
O 4.313 -3.048 0.077
O -0.912 1.114 0.529
H 4.368 -5.145 -0.581
H -3.512 1.210 0.325
O 0.513 3.559 -6.569
H 4.758 -0.091 -1.324
H 1.014 1.184 2.560
H 0.810 -6.328 -0.326
H -0.907 4.941 -6.691
C 1.615 -0.930 -3.431
H 0.445 -4.503 2.735
C 4.042 0.482 3.065
O -0.099 -3.248 -0.979
H 2.294 -6.540 0.595
O 0.726 -2.002 -3.122
H -3.441 2.017 -2.920
H 4.869 1.177 3.212
H 1.256 2.641 -2.242
C 1.417 -4.436 2.246
O -1.260 -1.319 1.869
H 0.372 -2.745 -4.984
V 1.201 -2.440 -0.586
H -1.787 4.604 2.251
H -3.083 -0.546 -1.580
C 2.657 2.305 4.071
C -4.103 -0.304 -1.876
C -2.409 -1.855 2.442
H -1.350 3.933 5.160
N -3.551 2.070 -1.917
H -0.768 -1.491 -4.410
H -3.547 -1.730 0.692
C -4.550 1.114 -1.457
O 1.730 0.566 2.723
O -0.060 -0.492 -0.634
H -5.558 1.317 -1.819
H -0.974 5.468 4.422
C 0.756 2.872 -4.197
H 4.108 -0.627 0.273
N -0.108 0.682 -0.296
H -4.672 -1.163 -1.522
H 0.368 -1.746 1.809
C 1.656 -2.449 3.812
H -0.792 -3.203 -3.940
H 1.787 -1.180 1.991
H -0.772 1.629 -3.508
H -3.719 -0.189 2.732
H -2.648 -3.238 0.720
H 1.913 -0.950 -4.479
H 0.684 -6.687 1.284
N 2.875 -1.007 -1.339
H 0.569 -2.392 3.878
C 1.052 3.954 -5.340
O 0.817 1.306 -0.699
H -7.240 -0.057 1.025
H -2.411 -0.351 3.942
C 4.651 -4.465 0.222
H 3.446 -1.898 -3.092
H 1.128 0.040 -3.329
H -3.959 -0.322 -2.957
C 4.201 -0.859 -0.788
H 2.062 -5.113 2.805
C 1.906 -2.953 2.422
H 3.553 2.925 4.115
C -1.682 4.639 4.398
C 4.959 -2.193 -0.811
O -5.382 0.498 0.783
H 2.177 -3.009 4.588
H 4.138 -0.313 2.326
H 2.135 -1.486 3.989
H -3.483 3.012 -1.561
H 2.581 1.789 5.028
H -0.463 4.019 -8.153
H -3.954 3.295 3.134
H 2.473 2.611 -3.245
H -2.921 2.570 4.276
C -6.670 0.813 0.698
C -3.239 -2.557 1.332
H -2.856 1.934 2.638
H -1.309 3.047 -4.519
H 0.547 4.812 -4.896

Cartesian forces (eV/Å) of the 3 atoms listed first:
-0.17 -2.18 -1.64
-0.36 0.50 -0.55
0.43 -0.63 0.81


Question: What is the strongest force on any atom in the fifth record?
Answer: 0.1166 hartree/bohr


Question: Which of these has the lowest total energy?
Answer: C27H72N5O12V